Computed, not measured: C40H31AlN5OPS2 as an isolated structure, with ωB97M-V/def2-TZVPD.

The geometry in ORCA input format:
```
! wB97M-V def2-TZVPD RIJCOSX def2/J DEFGRID3
* xyz 2 1
Al -4.438 2.132 19.798
N -4.363 5.090 22.879
C -3.097 5.686 23.176
C -2.982 6.910 23.857
C -1.716 7.416 24.198
C -0.558 6.762 23.733
C -0.687 5.632 22.877
C -1.964 5.023 22.655
S -2.041 3.647 21.607
N -3.699 3.548 21.162
C -4.595 4.198 21.920
C -5.969 3.874 21.572
C -7.089 4.515 22.120
C -8.365 4.010 21.864
C -8.537 3.035 20.885
C -7.443 2.610 20.180
N -6.162 2.971 20.543
H -5.214 5.519 23.289
H -3.883 7.369 24.249
H -1.696 8.304 24.813
H 0.421 7.140 23.947
H 0.193 5.172 22.415
H -6.867 5.369 22.834
H -9.191 4.391 22.438
H -9.551 2.656 20.646
H -7.565 1.928 19.324
S -6.457 -1.627 18.349
C -6.470 -0.572 16.980
C -5.956 0.680 17.256
C -5.510 0.878 18.604
C -5.702 -0.333 19.303
C -5.160 -0.540 20.627
C -5.312 -1.680 21.401
C -4.662 -1.712 22.636
C -3.896 -0.621 23.081
C -3.880 0.518 22.281
N -4.475 0.569 21.080
H -6.861 -0.844 16.021
H -5.968 1.469 16.519
H -5.890 -2.506 21.070
H -4.743 -2.583 23.269
H -3.421 -0.569 24.046
H -3.311 1.377 22.673
O -2.884 0.295 18.326
N -2.832 1.628 18.726
C -1.604 2.109 18.574
C -1.360 3.462 18.281
C -0.016 3.917 18.292
C 0.384 5.080 17.642
C -0.587 5.874 16.999
C -1.930 5.455 17.005
C -2.352 4.322 17.700
P -4.082 3.769 17.445
C -4.067 3.618 15.629
C -4.203 4.723 14.770
C -4.192 4.518 13.382
C -4.199 3.203 12.852
C -3.966 2.114 13.724
C -3.945 2.303 15.109
C -5.044 5.293 17.647
C -6.291 5.336 16.998
C -7.033 6.526 17.111
C -6.540 7.618 17.856
C -5.333 7.499 18.547
C -4.566 6.355 18.451
H -3.874 0.108 18.218
H -0.760 1.405 18.723
H 0.668 3.349 18.905
H 1.392 5.425 17.741
H -0.339 6.720 16.411
H -2.659 6.134 16.540
H -4.249 5.752 15.185
H -4.186 5.355 12.735
H -4.387 2.983 11.808
H -3.870 1.125 13.267
H -3.823 1.514 15.833
H -6.592 4.494 16.332
H -7.932 6.612 16.557
H -7.076 8.569 17.786
H -4.932 8.309 19.175
H -3.679 6.182 19.070
*
```

Computed properties:
HOMO: -0.4755 hartree
Lowest unoccupied orbital energy: -6.5 eV
Energy relative to the best compared isomer or geometry (same formula, charge and spin): 0.0 kJ/mol
Orbital gap: 6.401 eV


Computed, not measured: C40H31BrF9MnN8OP as an isolated structure, with ωB97M-V/def2-TZVPD.

The geometry in ORCA input format:
```
! wB97M-V def2-TZVPD RIJCOSX def2/J DEFGRID3
* xyz 2 6
Mn 1.090 -1.111 -0.249
C 4.434 -0.925 -3.418
C 3.735 -0.572 -2.141
O 2.626 -1.039 -1.864
N 4.391 0.244 -1.300
C 3.881 0.608 0.012
C 2.830 1.694 -0.080
C 3.011 2.944 0.486
C 1.993 3.880 0.366
C 0.902 3.574 -0.426
C 0.832 2.322 -1.039
N 1.727 1.369 -0.769
H 4.429 -2.006 -3.550
H 5.458 -0.567 -3.437
H 3.892 -0.504 -4.264
H 5.259 0.666 -1.593
H 4.717 0.935 0.630
H 3.420 -0.302 0.441
H 3.910 3.187 1.028
H 2.066 4.831 0.870
H 0.109 4.294 -0.555
H -1.212 2.087 -1.490
N -2.250 -3.821 -1.589
C -1.896 -2.528 -1.573
N -0.662 -2.419 -1.114
C -0.287 -3.717 -0.886
N -1.246 -4.573 -1.164
C 1.052 -4.037 -0.447
C 1.506 -5.361 -0.348
N 2.743 -5.624 -0.003
C 3.554 -4.612 0.247
C 3.113 -3.295 0.182
N 1.859 -2.999 -0.159
H -3.119 -4.249 -1.890
H -2.532 -1.727 -1.898
H 0.839 -6.189 -0.545
H 4.573 -4.853 0.514
H 3.785 -2.482 0.422
F -2.616 5.504 4.567
C -1.440 5.442 3.942
F -1.371 6.500 3.115
F -0.485 5.595 4.862
C -1.286 4.149 3.177
C -0.053 3.513 3.108
C 0.058 2.336 2.398
C -1.056 1.763 1.768
C -2.291 2.417 1.853
C -2.396 3.610 2.537
P -0.813 0.212 0.897
C -2.478 -0.524 0.889
C -3.450 -0.152 -0.038
C -4.679 -0.787 -0.048
C -4.932 -1.806 0.862
C -3.973 -2.190 1.790
C -2.748 -1.547 1.798
C -6.226 -2.576 0.759
F -6.642 -3.053 1.929
F -7.205 -1.855 0.218
F -6.026 -3.639 -0.057
C -0.263 2.049 -2.072
C -0.184 0.703 -2.712
C -0.440 0.499 -4.028
C -0.746 1.576 -4.881
C -0.652 2.893 -4.397
C -0.357 3.142 -3.097
C -1.013 1.344 -6.343
F 0.139 1.338 -7.042
F -1.613 0.169 -6.575
F -1.776 2.301 -6.870
H 0.804 3.934 3.612
H 1.013 1.836 2.346
H -3.167 1.999 1.379
H -3.342 4.126 2.579
H -3.246 0.631 -0.755
H -5.442 -0.498 -0.755
H -4.186 -2.980 2.497
H -2.000 -1.826 2.527
H 0.077 -0.141 -2.070
H -0.382 -0.495 -4.442
H -0.788 3.712 -5.087
H -0.223 4.162 -2.775
Br 2.862 0.719 5.336
C 2.009 -0.620 4.300
C 1.302 -1.658 4.894
C 0.662 -2.566 4.064
C 0.754 -2.407 2.691
N 1.457 -1.424 2.116
C 2.077 -0.557 2.912
H 1.257 -1.748 5.967
H 0.093 -3.383 4.482
H 0.242 -3.091 2.025
H 2.652 0.227 2.441
*
```

Computed properties:
HOMO (alpha / beta): -0.4494 / -0.5303 hartree
Lowest unoccupied orbital energy (alpha / beta): -6.0 / -6.9 eV
Expectation value of S²: 9.0648
Orbital gap (alpha / beta): 6.244 / 7.481 eV


Computed, not measured: C40H31BrMnN3OPSe as an isolated structure, with ωB97M-V/def2-TZVPD.

The geometry in ORCA input format:
```
! wB97M-V def2-TZVPD RIJCOSX def2/J DEFGRID3
* xyz 2 4
Mn -0.414 0.351 -0.209
Br -4.141 -4.941 3.216
C -3.458 -3.474 2.261
C -4.314 -2.433 1.879
C -3.839 -1.376 1.135
C -2.491 -1.311 0.790
O -2.069 -0.279 0.046
C -1.620 -2.332 1.208
C -0.240 -2.349 0.830
N 0.317 -1.408 0.130
C 1.553 -1.624 -0.554
C 2.165 -2.823 -0.784
C 3.374 -2.882 -1.514
C 3.962 -1.749 -1.995
C 3.342 -0.493 -1.785
C 3.874 0.731 -2.246
C 3.207 1.902 -2.005
C 1.983 1.859 -1.332
N 1.443 0.733 -0.898
C 2.126 -0.447 -1.086
C -2.132 -3.429 1.928
H -5.356 -2.464 2.169
H -4.495 -0.579 0.813
H 0.266 -3.308 0.897
H 1.732 -3.750 -0.433
H 3.827 -3.846 -1.696
H 4.883 -1.795 -2.561
H 4.815 0.733 -2.783
H 3.603 2.855 -2.325
H 1.436 2.773 -1.131
H -1.470 -4.237 2.218
N -1.212 2.131 -1.001
C -0.906 3.347 -0.250
C -0.954 4.592 -0.856
C -0.702 5.723 -0.093
C -0.420 5.608 1.264
C -0.354 4.357 1.856
C -0.580 3.214 1.092
P -0.485 1.534 1.761
C -2.038 1.306 2.652
C -2.117 0.364 3.678
C -3.295 0.220 4.396
C -4.403 0.993 4.078
C -4.339 1.903 3.030
C -3.161 2.061 2.317
C 0.860 1.556 2.950
C 2.152 1.312 2.481
C 3.233 1.396 3.343
C 3.026 1.717 4.678
C 1.743 1.962 5.147
C 0.655 1.887 4.288
H -1.003 2.283 -1.985
H -2.216 1.944 -0.959
H -1.202 4.685 -1.907
H -0.733 6.699 -0.559
H -0.252 6.494 1.860
H -0.115 4.265 2.909
H -1.252 -0.244 3.917
H -3.342 -0.485 5.216
H -5.315 0.896 4.652
H -5.202 2.506 2.780
H -3.120 2.793 1.519
H 2.310 1.047 1.443
H 4.234 1.209 2.978
H 3.867 1.772 5.356
H 1.584 2.213 6.188
H -0.340 2.086 4.665
Se 1.015 -1.864 3.372
C 0.401 -3.203 4.507
C -0.901 -3.151 5.035
C -1.334 -4.140 5.896
C -0.480 -5.184 6.242
C 0.811 -5.244 5.726
C 1.255 -4.260 4.862
H -1.559 -2.336 4.763
H -2.336 -4.103 6.303
H -0.825 -5.957 6.916
H 1.465 -6.061 5.998
H 2.258 -4.292 4.458
*
```

Computed properties:
HOMO (alpha / beta): -0.4758 / -0.4842 hartree
Lowest unoccupied orbital energy (alpha / beta): -6.7 / -7.0 eV
Expectation value of S²: 3.8352
Orbital gap (alpha / beta): 6.237 / 6.175 eV


Record-wise electronic energy values, in a.u.: -3271.60489, -7020.86526, -8249.74007
Record-wise F_max values, in Eh/bohr: 0.0692, 0.0269, 0.0241